A.
Density functional theory data (wB97M-V/def2-TZVPD) for a molecular structure, C3H7NO3.

```
14
C3H7NO3 wB97M-V/def2-TZVPD
C 0.2151 -1.2202 -1.0157
N -0.3097 -1.7952 0.0072
O -0.3964 0.2508 -1.0405
O 0.2367 1.0082 -2.0814
O 1.0632 -1.3826 -1.8643
H 0.8497 0.3119 -2.4297
H -0.0677 -2.7760 0.0886
H -0.4827 -0.6325 1.1586
C -0.1916 1.3064 0.5339
C -0.2563 0.4348 1.6636
H 0.6983 0.2499 2.1531
H -1.0462 1.9164 0.2687
H 0.7647 1.7007 0.2099
H -1.0773 0.6274 2.3481
```

Values from the calculation:
Total charge: 0
HOMO-LUMO gap, eV: 9.7

---

B.
Density functional theory data (wB97M-V/def2-TZVPD) for a single C3H7NO3 molecule.

```
14
C3H7NO3 wB97M-V/def2-TZVPD
C -0.0074 0.8252 -0.0817
C -0.3586 1.2560 -1.4875
O -0.1417 2.6985 -1.6092
N -0.5298 -0.5447 0.0209
C 0.1673 -1.4259 0.8404
O 0.9224 -0.8041 1.7915
O 0.0440 -2.6225 0.8310
H -0.2605 1.5320 0.7010
H 1.0775 0.6372 -0.1087
H -1.4080 1.1355 -1.7471
H 0.3430 0.7029 -2.1199
H -0.7957 2.9650 -2.2701
H -1.5161 -0.7279 -0.0843
H 1.0401 -1.5545 2.4074
```

Values from the calculation:
Total charge: 0
HOMO-LUMO gap, eV: 10.8

---

C.
Density functional theory data (wB97M-V/def2-TZVPD) for a molecular structure, C3H7NO3.

```
14
C3H7NO3 wB97M-V/def2-TZVPD
C 0.4869 -0.1372 0.2487
C 0.9743 -0.9102 -0.9575
C -0.0204 1.1757 0.0916
N -2.1515 -0.0068 0.8511
O -1.4602 0.0330 -0.3858
O 1.8875 0.6545 0.9221
O -0.1075 2.2961 -0.1395
H 2.4400 1.0076 0.2089
H 0.2073 -0.6554 1.1544
H -2.8644 0.7202 0.8404
H -2.6651 -0.8852 0.8907
H 1.3093 -0.2395 -1.7477
H 0.1540 -1.5194 -1.3317
H 1.8099 -1.5333 -0.6458
```

Values from the calculation:
Total charge: 0
HOMO-LUMO gap, eV: 8.9

---

D.
Density functional theory data (wB97M-V/def2-TZVPD) for a molecular structure, C3H7NO3.

```
14
C3H7NO3 wB97M-V/def2-TZVPD
C -0.5911 -0.8938 -0.8937
C 1.7883 -0.1172 -0.2649
C 0.3482 -0.2200 0.1316
N -1.5935 1.5132 0.3648
O -1.7073 -1.1932 -0.4988
O 0.0336 -0.3945 1.4095
O -0.5593 1.2727 -0.4657
H -0.1483 -1.2074 -1.9145
H 2.1617 -1.2172 -0.1118
H 2.5336 0.5502 0.3667
H 1.8891 0.2718 -1.3121
H -1.2705 1.9336 1.2835
H -2.0776 0.5414 0.5881
H -0.8069 -0.8397 1.3171
```

Values from the calculation:
Total charge: 0
HOMO-LUMO gap, eV: 9.2

---

Stability summary: most stable B, least stable C.

---

A.
Density functional theory data (wB97M-V/def2-TZVPD) for a single C3H7NO3 molecule.

```
14
C3H7NO3 wB97M-V/def2-TZVPD
O 1.6856 -1.5822 -0.5056
C 0.5473 -1.1995 -0.5783
O -0.4067 -1.8844 -1.2300
C -0.0341 -0.1671 0.3692
C -0.6042 1.0171 -0.4289
O -1.5906 1.6712 0.3124
N 0.8547 0.4249 1.4113
H 0.0509 -2.6530 -1.6048
H -0.8682 -0.5966 0.9246
H -0.9793 0.6410 -1.3884
H 0.2172 1.6848 -0.6874
H -1.5364 2.6242 0.2391
H 1.7820 0.2698 0.9920
H 0.8818 -0.2504 2.1748
```

Values from the calculation:
Total charge: 0
HOMO-LUMO gap, eV: 10.8

---

B.
Density functional theory data (wB97M-V/def2-TZVPD) for a single C3H7NO3 molecule.

```
14
C3H7NO3 wB97M-V/def2-TZVPD
C -1.1986 -0.6352 0.6351
C 0.2403 0.7831 -1.1721
C 1.3200 -0.1663 -0.7403
O -0.8897 -0.0240 -0.9585
O -0.3470 -1.5271 1.0436
O -1.2037 0.4895 1.4210
N 1.7806 -0.2284 0.4555
H 0.7070 -1.0849 1.0450
H -1.8473 1.1129 1.0609
H -2.1796 -1.0308 0.3674
H 1.6841 0.6511 0.9646
H 0.2518 1.7011 -0.5629
H 0.3012 1.0401 -2.2340
H 1.3808 -1.0811 -1.3253
```

Values from the calculation:
Total charge: 0
HOMO-LUMO gap, eV: 10.5

---

Stability summary: most stable A, least stable B.

---

A.
Density functional theory data (wB97M-V/def2-TZVPD) for a single C5H7N3 molecule.

```
15
C5H7N3 wB97M-V/def2-TZVPD
C 1.1410 -0.1748 -0.0377
C -0.8005 1.2481 -0.2581
N 1.0925 -0.5763 1.2630
N 1.8246 -0.9802 -0.8957
C 0.6076 1.0062 -0.4895
N -1.5000 2.2851 -0.5056
C -1.6390 -0.0146 0.1241
C -2.3678 -0.9297 0.4105
H 0.4928 -0.0167 1.8605
H 0.9297 -1.5677 1.3923
H 2.4026 -0.4869 -1.5656
H 2.2439 -1.7866 -0.4503
H -2.4649 2.1955 -0.1767
H 1.0364 1.5535 -1.3204
H -2.9990 -1.7549 0.6493
```

Values from the calculation:
Total charge: 0
HOMO-LUMO gap, eV: 8.4

---

B.
Density functional theory data (wB97M-V/def2-TZVPD) for a single C5H7N3 molecule.

```
15
C5H7N3 wB97M-V/def2-TZVPD
C -1.6296 -0.1251 -0.4654
C -0.2826 0.3467 -0.0457
C 0.1063 0.5230 1.2912
C 2.2357 0.6121 0.8813
C 0.8813 0.5153 -0.9073
H -1.1708 -1.9749 -1.5338
H -0.9989 -2.0704 -0.0707
H -1.9524 0.3960 -1.3835
H -2.3578 0.2548 0.2707
H -0.6538 0.5937 2.0239
H 3.2821 0.6551 1.3075
H 0.7089 0.6664 -1.9768
N -1.6055 -1.6255 -0.7183
N 1.2781 0.6755 1.7894
N 2.1590 0.5572 -0.4626
```

Values from the calculation:
Total charge: 0
HOMO-LUMO gap, eV: 10.1

---

C.
Density functional theory data (wB97M-V/def2-TZVPD) for a single C5H7N3 molecule.

```
15
C5H7N3 wB97M-V/def2-TZVPD
C 0.0839 0.9257 -1.0037
C -1.0301 -0.8964 -1.2682
C -0.2255 -1.3989 1.4432
C 0.5506 -0.0378 1.6587
C 0.0131 0.2795 0.2589
H 1.4954 2.4384 -1.2228
H 0.3376 2.2987 -2.4531
H -1.6692 -1.6533 -1.6811
H -1.0203 -1.7407 2.1269
H 0.4618 -2.1784 1.2319
H 0.0667 0.5588 2.3851
H 1.6368 -0.0383 1.7895
N 0.5760 2.0914 -1.4822
N -0.5205 0.1332 -1.8721
N -0.7563 -0.7818 0.0888
```

Values from the calculation:
Total charge: 0
HOMO-LUMO gap, eV: 8.0

---

Stability summary: most stable B, least stable A.

---

A.
Density functional theory data (wB97M-V/def2-TZVPD) for a single C5H7N3 molecule.

```
15
C5H7N3 wB97M-V/def2-TZVPD
C -1.3881 -0.7161 0.7332
C -0.4017 -1.1528 -0.3716
C 0.9521 -0.5015 -0.6441
C 0.9109 0.6404 0.4164
C -0.0441 1.6850 -0.0547
H -2.3761 -1.1960 0.9970
H -1.2583 -0.0974 1.5907
H -0.9412 -1.9933 -0.9436
H 1.2953 -0.2876 -1.6976
H 2.8132 0.2459 -0.5390
H 0.6756 -0.0845 1.1943
H 0.1389 2.8421 0.0781
N 2.2429 -0.4017 0.2434
N -1.1843 1.1236 -0.4326
N -1.4352 -0.1061 -0.5698
```

Values from the calculation:
Total charge: 0
HOMO-LUMO gap, eV: 8.9

---

B.
Density functional theory data (wB97M-V/def2-TZVPD) for a single C5H7N3 molecule.

```
15
C5H7N3 wB97M-V/def2-TZVPD
C -1.8822 -0.8955 -0.4245
C 0.6140 0.3396 -1.5736
C 0.3420 -0.0103 -0.1474
C 1.1438 0.5761 0.9466
N -0.7961 -0.3770 0.3879
N 2.4221 0.5048 1.0362
C 0.1664 0.3973 2.1867
N -0.2373 0.5782 3.2701
H 2.7242 0.7104 1.9969
H -1.9868 -0.3344 -1.3566
H -1.7214 -1.9476 -0.6771
H -2.8112 -0.8213 0.1458
H -0.0147 1.1760 -1.8933
H 1.6621 0.6221 -1.6889
H 0.3752 -0.5185 -2.2089
```

Values from the calculation:
Total charge: 0
HOMO-LUMO gap, eV: 9.4

---

Stability summary: most stable B, least stable A.